{
  "formula": "C27H33BrN4O6P2S2",
  "method": "ωB97M-V/def2-TZVPD",
  "homo_lumo_gap_ev": 7.20,
  "spin_multiplicity": 1,
  "e_above_lowest_kcal_mol": 25.6,
  "smiles": "CC(=O)N(C)c1c(OC[C@@H](C)O)c([PH2]=S)c2nc(CCC(=O)Nc3ccccc3)c(Br)nc2c1[PH2]=S.O=C1CCCO1",
  "homo_ev": -8.49,
  "e_tot_ha": -5772.2069,
  "elements": ["C", "C", "O", "N", "C", "C", "C", "O", "C", "C", "C", "O", "C", "P", "S", "C", "N", "C", "C", "C", "C", "O", "N", "C", "C", "C", "C", "C", "C", "C", "Br", "N", "C", "C", "P", "S", "H", "H", "H", "H", "H", "H", "H", "H", "H", "H", "H", "H", "H", "H", "H", "H", "H", "H", "H", "H", "H", "H", "H", "H", "H", "H", "H", "O", "C", "C", "C", "C", "O", "H", "H", "H", "H", "H", "H"],
  "positions_angstrom": [[6.02995, -0.93520, 2.56736], [6.10626, -0.57138, 1.09354], [6.98290, -1.07070, 0.41393], [5.18399, 0.33567, 0.47170], [5.69621, 0.88250, -0.80418], [3.85777, -0.18253, 0.35112], [3.52638, -1.49809, -0.10724], [4.53321, -2.36141, -0.44945], [4.68855, -2.55090, -1.87182], [5.27504, -3.99378, -2.09740], [5.66304, -4.69203, -0.78170], [4.35994, -4.84230, -2.79194], [2.20981, -1.87961, -0.22581], [1.73902, -3.55424, -0.84320], [0.89134, -3.50756, -2.60053], [1.14827, -0.98737, 0.09152], [-0.13309, -1.43246, -0.08866], [-1.03260, -0.54610, 0.24554], [-2.49335, -0.97134, 0.11663], [-3.22701, -0.30474, -1.07156], [-4.52218, -1.10646, -1.30844], [-4.48019, -2.30451, -1.46543], [-5.81598, -0.42222, -1.35598], [-6.82735, -1.07214, -0.59397], [-6.61670, -1.67989, 0.63177], [-7.65784, -2.25520, 1.33486], [-8.95733, -2.25926, 0.85809], [-9.16396, -1.66352, -0.38609], [-8.13151, -1.08717, -1.08878], [-0.69541, 0.78352, 0.72033], [-2.10902, 1.99694, 1.18565], [0.51045, 1.22791, 0.85907], [1.46088, 0.29252, 0.54724], [2.82849, 0.66903, 0.66723], [3.26041, 2.36769, 1.24121], [3.80883, 2.32247, 3.11576], [5.78034, -2.00703, 2.61238], [5.33300, -0.33295, 3.15835], [7.05640, -0.86928, 2.95082], [4.99872, 1.67652, -1.10759], [6.67473, 1.34508, -0.65566], [5.68595, 0.09795, -1.57041], [5.44666, -1.85015, -2.25423], [3.71384, -2.43442, -2.36829], [6.21676, -3.89752, -2.66470], [4.79994, -4.90002, -0.13815], [6.07801, -5.67109, -1.06661], [6.40695, -4.11712, -0.21855], [3.83467, -4.26985, -3.36650], [0.86561, -4.08913, 0.13401], [2.90371, -4.34013, -0.79562], [-2.51314, -2.06010, -0.00898], [-3.01252, -0.67199, 1.03982], [-3.54377, 0.72643, -0.87499], [-2.61377, -0.28494, -1.98501], [-6.11766, -0.48028, -2.32737], [-5.62293, -1.72136, 1.07884], [-7.48535, -2.72817, 2.30344], [-9.78308, -2.68820, 1.42058], [-10.18512, -1.68281, -0.77093], [-8.39437, -0.63866, -2.04987], [4.29418, 2.89104, 0.42909], [2.12957, 3.20597, 1.12554], [-3.98265, 4.56151, 1.39168], [-3.43352, 5.59835, 1.15769], [-1.93933, 5.82314, 1.04409], [-1.83456, 7.34050, 1.13944], [-3.16590, 7.78858, 0.56042], [-4.09833, 6.75290, 0.91261], [-1.59883, 5.44885, 0.07712], [-1.40879, 5.32573, 1.85178], [-0.97553, 7.75867, 0.61717], [-1.76733, 7.63807, 2.18749], [-3.13826, 7.87476, -0.52838], [-3.50155, 8.73500, 0.97909]],
  "atomic_forces_ev_per_a": [[-0.336, -0.064, -0.343], [0.866, -0.843, -0.702], [-0.100, 0.715, 0.485], [0.457, -0.526, 0.066], [-0.739, -0.037, 0.012], [-0.541, 0.345, 0.456], [0.274, 0.094, -0.113], [-0.564, 0.607, -0.064], [0.981, -1.117, 0.118], [0.090, 0.216, 0.630], [-0.044, -0.388, -0.459], [0.128, 0.527, 0.163], [-0.074, -0.675, 0.226], [-0.733, 0.383, -0.499], [0.318, -0.038, -0.071], [0.578, -0.818, -0.367], [0.260, 1.331, 0.841], [-1.435, -0.348, -0.189], [0.456, 0.536, 0.012], [-1.063, 0.243, 0.020], [0.274, -1.110, -0.565], [0.133, 0.717, 0.230], [0.560, -0.287, 0.169], [-0.665, -0.078, -0.203], [0.777, 0.068, 0.387], [-0.492, -0.440, 0.790], [0.273, 0.353, -0.516], [-0.884, -0.480, 0.658], [-0.271, 0.279, -0.591], [-0.296, 0.320, 0.104], [0.463, -0.224, -0.098], [-0.501, -1.011, -0.223], [0.799, 0.686, -0.018], [-0.277, 0.838, -0.511], [0.326, -0.364, 1.652], [-0.009, 0.060, 0.029], [-0.120, 0.343, 0.048], [0.150, -0.112, -0.191], [-0.323, 0.179, -0.059], [0.198, -0.282, -0.052], [-0.091, -0.404, -0.060], [0.428, 0.381, 0.004], [-0.501, 0.092, 0.163], [0.318, 0.090, -0.040], [-0.390, 0.056, -0.124], [0.165, 0.223, -0.155], [0.025, 0.326, 0.161], [-0.170, -0.116, -0.173], [-0.139, -0.356, -0.082], [0.475, 0.194, 0.078], [-0.173, 0.200, 0.300], [0.005, 0.320, 0.041], [0.072, -0.301, -0.195], [0.362, -0.229, 0.140], [-0.214, -0.333, 0.207], [0.144, 0.367, 0.036], [-0.154, 0.060, -0.211], [0.254, 0.194, -0.261], [0.241, 0.027, -0.117], [0.365, 0.203, -0.189], [0.389, -0.025, 0.173], [-0.633, -0.167, -0.265], [0.293, -0.335, -0.700], [-0.232, 0.091, 0.066], [0.183, -0.374, -0.186], [0.038, 0.541, 0.260], [0.241, -0.005, 0.001], [0.113, 0.231, -0.038], [0.035, -0.079, 0.084], [-0.011, -0.118, 0.051], [-0.048, -0.264, -0.158], [-0.066, 0.026, -0.041], [-0.014, 0.018, -0.030], [-0.009, -0.036, 0.010], [-0.199, -0.098, -0.008]]
}